This record from the OMol25 dataset describes a cluster of 8 separate species, C32H88N8O8 in total in a non-equilibrium geometry. The level of theory is the ωB97M-V functional and the def2-TZVPD basis.

Results
HOMO energy	-8.5810	eV
spin multiplicity	1
max |F|	2.01	eV/Å
relative energy (zero: lowest compared OMol25 entry of this formula, charge and spin)	205.8	kJ/mol
orbital gap	8.98	eV
total charge	0
molecular weight	713.1	g/mol
structure (SMILES)	COC[C@H](C)N.COC[C@H](C)N.COC[C@H](C)N.COC[C@H](C)N.COC[C@H](C)N.COC[C@H](C)N.COC[C@H](C)N.COC[C@H](C)N
E_tot	-2311.7762	Eh

Last column: Löwdin charge in e.
Geometry (Å):
C 3.4429 19.7987 -13.1231  -0.045
C 4.2023 20.8786 -13.8935  -0.400
C 5.1129 21.7656 -13.0318  -0.192
O 5.3831 22.8925 -13.8487  -0.202
C 5.8133 24.0030 -13.0763  -0.096
N 4.9664 20.2819 -14.9924  0.059
H 4.0734 19.2189 -12.4485  0.055
H 2.8508 19.1817 -13.7979  0.076
H 2.7016 20.3472 -12.5316  0.078
H 3.4065 21.5112 -14.2978  0.136
H 6.0140 21.1683 -12.8437  0.096
H 4.6604 22.0322 -12.0713  0.126
H 6.8031 23.7941 -12.6648  0.064
H 5.0796 24.3321 -12.3365  0.099
H 5.9453 24.8753 -13.7220  0.071
H 5.6557 19.6328 -14.6114  0.045
H 5.5031 21.0481 -15.3964  0.062
C 7.8250 22.3977 -10.2159  -0.052
C 8.9145 23.4820 -10.2819  -0.418
C 10.1897 23.1309 -9.5170  -0.198
O 11.0477 24.2428 -9.6499  -0.193
C 12.1996 24.1733 -8.8441  -0.112
N 9.1316 23.8026 -11.6876  0.038
H 6.9911 22.6195 -10.8774  0.062
H 7.3926 22.2831 -9.2188  0.055
H 8.2789 21.4385 -10.4892  0.070
H 8.4816 24.3528 -9.7736  0.102
H 10.6624 22.2448 -9.9583  0.126
H 9.9276 22.9035 -8.4781  0.130
H 12.9499 24.9003 -9.1434  0.085
H 12.6364 23.1710 -8.9298  0.085
H 11.9510 24.3280 -7.7890  0.086
H 9.4037 22.9281 -12.1574  0.036
H 9.9355 24.4268 -11.7177  0.082
C 0.0230 16.0945 -16.9708  -0.077
C 1.0738 16.9298 -17.6899  -0.448
C 0.6834 17.4985 -19.0459  -0.195
O 0.3263 16.4119 -19.9171  -0.198
C -0.0637 16.8945 -21.1901  -0.123
N 1.3619 18.0952 -16.8360  0.032
H 0.3566 15.7084 -16.0065  0.070
H -0.2061 15.1880 -17.5410  0.073
H -0.8699 16.7031 -16.8200  0.078
H 1.9000 16.2155 -17.8277  0.133
H 1.4734 18.0974 -19.5038  0.119
H -0.2425 18.0728 -18.9270  0.130
H -0.5424 16.0264 -21.6444  0.087
H 0.7708 17.2857 -21.7730  0.085
H -0.8589 17.6478 -21.1473  0.084
H 2.0966 17.8087 -16.1952  0.061
H 1.7363 18.9006 -17.3457  0.017
C 3.4136 26.9927 -14.5875  -0.064
C 3.7130 26.2076 -15.8335  -0.429
C 5.1176 26.4092 -16.4020  -0.206
O 5.2793 27.7818 -16.7597  -0.180
C 6.5844 27.9744 -17.2830  -0.122
N 3.5180 24.7840 -15.5376  0.048
H 4.1601 26.8420 -13.7985  0.072
H 2.4342 26.8784 -14.1273  0.078
H 3.4958 28.0708 -14.7695  0.078
H 2.9834 26.4158 -16.6207  0.141
H 5.3013 25.7850 -17.2817  0.123
H 5.8095 26.1318 -15.5940  0.113
H 7.3976 27.7047 -16.6079  0.086
H 6.6382 29.0290 -17.5611  0.086
H 6.7303 27.4527 -18.2367  0.084
H 3.5703 24.1741 -16.3468  0.054
H 4.1846 24.3606 -14.8972  0.031
C 8.4957 20.6379 -15.3559  -0.049
C 8.4948 20.7175 -13.8325  -0.401
C 8.3140 19.3054 -13.2448  -0.198
O 7.0973 18.7829 -13.6887  -0.234
C 6.7481 17.5253 -13.1464  -0.074
N 9.7414 21.3687 -13.3787  0.037
H 8.6590 21.6008 -15.8424  0.085
H 7.5502 20.2512 -15.7448  0.056
H 9.3236 19.9918 -15.6642  0.088
H 7.6337 21.3053 -13.5033  0.103
H 8.3469 19.2860 -12.1479  0.124
H 9.1657 18.6980 -13.5928  0.132
H 7.4343 16.7322 -13.4590  0.094
H 5.7697 17.2894 -13.5588  0.094
H 6.7358 17.5472 -12.0540  0.076
H 10.4603 20.6433 -13.4503  0.086
H 10.0445 21.9944 -14.1199  0.081
C 2.5983 20.5961 -9.3396  -0.048
C 2.9673 19.1111 -9.3714  -0.444
C 4.0873 18.7768 -8.4090  -0.196
O 5.2781 19.5525 -8.4938  -0.180
C 6.0019 19.3371 -9.6662  -0.126
N 1.7990 18.2701 -9.0492  0.033
H 1.7336 20.7531 -9.9930  0.076
H 3.4254 21.1340 -9.7958  0.049
H 2.2617 20.9028 -8.3512  0.091
H 3.2257 18.8501 -10.4043  0.107
H 4.4276 17.7341 -8.5428  0.121
H 3.7844 18.7113 -7.3619  0.133
H 5.4970 19.6991 -10.5685  0.076
H 6.2864 18.2861 -9.8298  0.084
H 6.9707 19.8342 -9.5733  0.074
H 2.1136 17.3052 -9.1352  0.070
H 1.0957 18.3726 -9.7727  0.071
C 5.0298 22.8145 -8.3127  -0.050
C 5.6867 24.1429 -7.9489  -0.425
C 5.7157 25.1733 -9.0662  -0.189
O 6.6760 24.8100 -10.0233  -0.266
C 7.3270 25.8874 -10.6716  -0.100
N 5.0950 24.6649 -6.7045  0.026
H 5.7212 22.1414 -8.8209  0.036
H 4.1874 23.0013 -8.9781  0.074
H 4.7164 22.2667 -7.4256  0.083
H 6.7568 24.0042 -7.7296  0.134
H 6.0206 26.1131 -8.5898  0.123
H 4.7145 25.2739 -9.4984  0.132
H 8.0888 25.4678 -11.3239  0.059
H 7.8509 26.4927 -9.9234  0.099
H 6.5943 26.5192 -11.1778  0.096
H 5.2377 24.0161 -5.9369  0.067
H 5.6917 25.4368 -6.4026  0.068
C 4.7511 21.8945 -18.5946  -0.058
C 3.9794 20.5638 -18.6478  -0.390
C 4.8908 19.3625 -18.5072  -0.212
O 5.9759 19.4259 -19.4106  -0.173
C 7.0099 18.5468 -19.0461  -0.113
N 3.0476 20.5323 -17.5128  0.017
H 5.3683 22.1190 -19.4654  0.076
H 5.3133 21.9920 -17.6609  0.070
H 4.0547 22.7369 -18.5038  0.063
H 3.3052 20.5828 -19.5051  0.135
H 4.3140 18.4450 -18.6941  0.126
H 5.2364 19.2399 -17.4747  0.102
H 7.9741 18.8199 -19.4705  0.086
H 6.7824 17.5071 -19.3041  0.089
H 7.1427 18.5806 -17.9561  0.074
H 3.3829 20.3484 -16.5668  0.043
H 2.6770 21.4664 -17.3563  0.073